1.
Computed, not measured: a cluster of 4 separate species, C30H30BO14 in total, with wB97M-V/def2-TZVPD.

- Kohn-Sham gap (eV) = 4.1
- max |F| (eV/A) = 0.4
- total charge = -1
- E_HOMO (eV) = -4.6
- molecular weight (g mol⁻¹) = 625.4

CARTESIAN COORDINATES (ANGSTROEM)
C 2.995 5.358 3.652
C 2.767 6.529 2.726
C 3.544 7.676 2.902
C 3.431 8.782 2.068
C 2.516 8.733 1.018
C 1.735 7.600 0.841
C 1.822 6.481 1.686
C 0.963 5.287 1.415
B 1.679 4.180 0.381
C 1.071 4.278 -1.156
C 1.914 5.094 -2.146
C 3.182 4.375 -2.642
C 4.314 4.287 -1.664
O 4.844 3.261 -1.300
O 4.753 5.505 -1.265
H 2.520 4.449 3.287
H 2.611 5.572 4.654
H 4.065 5.150 3.739
H 4.272 7.699 3.710
H 4.050 9.656 2.231
H 2.413 9.577 0.343
H 1.022 7.565 0.024
H 0.011 5.647 1.006
H 0.720 4.787 2.358
H 2.897 4.354 0.391
H 1.471 3.045 0.833
H 0.929 3.275 -1.580
H 0.074 4.739 -1.128
H 2.192 6.054 -1.699
H 1.334 5.336 -3.048
H 3.538 4.904 -3.533
H 2.944 3.352 -2.932
H 5.246 5.353 -0.446
C 0.863 0.007 -3.072
C 2.184 0.229 -2.921
C 3.222 -0.526 -3.727
O 4.389 -0.249 -3.534
C 2.770 -1.534 -4.670
C 1.457 -1.752 -4.806
C 0.419 -0.978 -4.021
O -0.749 -1.254 -4.257
O 0.934 -2.656 -5.625
O 2.665 1.111 -2.080
H 0.122 0.553 -2.504
H 3.516 -2.080 -5.230
H -0.033 -2.602 -5.474
H 3.641 1.127 -2.149
C -2.384 -3.728 -2.384
C -1.359 -4.518 -2.730
C -1.088 -5.843 -2.057
O -0.137 -6.484 -2.464
C -1.964 -6.268 -0.982
C -2.988 -5.478 -0.635
C -3.268 -4.161 -1.323
O -4.241 -3.544 -0.929
O -3.852 -5.761 0.329
O -0.497 -4.213 -3.686
H -2.570 -2.775 -2.861
H -1.759 -7.211 -0.496
H -4.475 -5.006 0.356
H 0.163 -4.930 -3.738
C -5.280 -7.366 3.110
C -5.022 -6.470 4.073
C -5.350 -6.728 5.527
O -5.061 -5.849 6.317
C -5.981 -7.982 5.885
C -6.243 -8.874 4.921
C -5.900 -8.622 3.470
O -6.175 -9.513 2.686
O -6.816 -10.049 5.132
O -4.465 -5.291 3.852
H -5.044 -7.186 2.070
H -6.222 -8.156 6.925
H -6.870 -10.479 4.255
H -4.390 -4.853 4.723

=====

2.
Computed, not measured: a structure of composition C2H2Cl2N2 in a non-equilibrium geometry, with wB97M-V/def2-TZVPD.

- Kohn-Sham gap (eV) = 9.0
- max |F| (eV/A) = 5.5
- total charge = +2
- E_HOMO (eV) = -22.2
- molecular weight (g mol⁻¹) = 125.0

CARTESIAN COORDINATES (ANGSTROEM)
C -1.015 -0.031 -0.001
C 0.891 0.055 0.027
N -0.071 1.009 0.115
N 0.008 -0.980 -0.075
Cl -2.603 -0.107 -0.055
Cl 2.801 0.021 -0.048
H -0.091 2.027 0.218
H 0.079 -1.994 -0.181

=====

3.
Computed, not measured: a cluster of 9 separate species, C34H64O27 in total in a non-equilibrium geometry, with wB97M-V/def2-TZVPD.

- Kohn-Sham gap (eV) = 10.8
- max |F| (eV/A) = 2.0
- E_HOMO (eV) = -10.5
- molecular weight (g mol⁻¹) = 904.9

CARTESIAN COORDINATES (ANGSTROEM)
C -3.931 1.283 -4.405
C -2.539 1.808 -4.503
O -2.501 3.234 -4.683
C -2.603 4.064 -3.664
O -2.780 3.778 -2.516
O -2.452 5.285 -4.185
C -2.760 6.366 -3.299
H -3.765 0.238 -4.113
H -4.457 1.270 -5.360
H -4.548 1.801 -3.676
H -1.914 1.358 -5.271
H -1.922 1.586 -3.620
H -2.148 6.285 -2.401
H -3.817 6.339 -3.032
H -2.564 7.274 -3.860
C 3.237 0.992 1.109
C 3.824 0.568 -0.231
O 3.087 -0.554 -0.667
C 3.408 -1.156 -1.830
O 4.351 -0.889 -2.526
O 2.493 -2.088 -1.986
C 2.694 -3.151 -2.911
H 2.177 1.244 1.031
H 3.793 1.771 1.626
H 3.231 0.123 1.777
H 4.890 0.377 -0.118
H 3.639 1.381 -0.941
H 3.634 -3.678 -2.744
H 2.692 -2.758 -3.928
H 1.880 -3.854 -2.768
C 1.430 4.199 -1.191
C 0.839 3.701 -2.506
O 1.204 2.364 -2.747
C 1.945 1.999 -3.792
O 2.614 2.759 -4.451
O 1.853 0.702 -3.956
C 2.567 0.129 -5.057
H 1.579 5.277 -1.180
H 2.442 3.784 -1.115
H 0.897 3.831 -0.316
H 1.089 4.361 -3.337
H -0.245 3.790 -2.393
H 3.645 0.097 -4.909
H 2.400 0.758 -5.931
H 2.174 -0.877 -5.167
C 7.874 -0.653 2.346
C 7.448 -2.108 2.218
O 6.199 -2.335 2.860
C 5.119 -2.351 2.092
O 5.061 -1.996 0.942
O 4.107 -2.830 2.790
C 2.882 -3.216 2.192
H 8.906 -0.483 2.042
H 7.865 -0.335 3.393
H 7.166 0.008 1.844
H 8.169 -2.673 2.812
H 7.463 -2.481 1.197
H 3.048 -3.887 1.351
H 2.295 -2.349 1.876
H 2.311 -3.669 2.999
C -1.487 0.739 -0.609
C -0.323 -0.082 -1.104
O -0.521 -1.484 -0.951
C -0.447 -2.052 0.237
O -0.253 -1.468 1.286
O -0.680 -3.339 0.090
C -0.501 -4.239 1.176
H -1.355 1.806 -0.828
H -1.593 0.718 0.476
H -2.399 0.503 -1.161
H 0.591 0.210 -0.584
H -0.205 0.042 -2.178
H 0.456 -4.021 1.651
H -0.564 -5.243 0.772
H -1.307 -4.126 1.899
C -3.928 7.951 4.024
C -4.201 6.480 4.278
O -4.590 5.795 3.101
C -3.626 5.417 2.271
O -2.486 5.782 2.245
O -4.182 4.576 1.395
C -3.294 3.882 0.544
H -4.864 8.415 3.697
H -3.117 8.092 3.316
H -3.700 8.518 4.930
H -4.921 6.298 5.072
H -3.291 6.054 4.716
H -2.622 3.167 1.031
H -2.686 4.545 -0.067
H -3.934 3.258 -0.078
C -0.498 -3.868 4.826
C 0.178 -5.213 4.582
O -0.618 -6.320 4.998
C -1.476 -6.842 4.131
O -1.755 -6.345 3.066
O -1.924 -7.983 4.606
C -2.799 -8.749 3.784
H 0.264 -3.111 4.621
H -0.733 -3.719 5.882
H -1.424 -3.777 4.263
H 1.019 -5.264 5.274
H 0.495 -5.315 3.546
H -3.659 -8.978 4.414
H -2.309 -9.680 3.512
H -3.198 -8.268 2.895
O -3.983 2.024 4.994
C -3.225 1.288 4.444
O -1.910 1.248 4.598
C -1.315 0.218 3.793
C -2.542 -0.484 3.209
O -3.621 0.401 3.474
H -0.661 0.640 3.037
H -0.770 -0.457 4.449
H -2.790 -1.444 3.666
H -2.381 -0.637 2.143
O -0.703 -3.608 -3.163
C -0.703 -2.924 -4.128
O -0.346 -3.347 -5.380
C -0.922 -2.462 -6.316
C -0.985 -1.159 -5.546
O -1.108 -1.634 -4.205
H -0.324 -2.354 -7.218
H -1.937 -2.718 -6.630
H -1.891 -0.609 -5.773
H -0.090 -0.557 -5.710

=====

4.
Computed, not measured: a cluster of 4 separate species, C2H10O4 in total in a non-equilibrium geometry, with wB97M-V/def2-TZVPD.

- Kohn-Sham gap (eV) = 10.8
- max |F| (eV/A) = 4.7
- E_HOMO (eV) = -10.4
- molecular weight (g mol⁻¹) = 98.1

CARTESIAN COORDINATES (ANGSTROEM)
C 1.440 -0.775 1.786
C 1.801 0.266 0.797
O 1.045 1.045 0.186
H 0.999 -1.737 1.433
H 0.646 -0.476 2.543
H 2.400 -0.932 2.356
H 2.783 0.203 0.287
O -1.520 1.889 0.344
H -0.626 1.510 0.047
H -1.399 2.611 0.877
O -2.436 0.283 -1.922
H -2.984 -0.326 -1.388
H -2.345 1.099 -1.407
O 0.491 -1.544 -1.889
H -0.273 -1.629 -1.358
H -0.024 -1.485 -2.691